No. 1
Molecular formula: C35H33N5O7
Method: DFT, the ωB97M-V functional and the def2-TZVPD basis

Last column: Mulliken charge in e.
Cartesian coordinates (Å):
C 4.45366 0.41484 -1.23591  -1.018
N 3.28178 1.25787 -1.18621  0.336
C 2.71779 1.74226 -2.33488  0.083
O 3.15278 1.58983 -3.47469  -0.710
C 1.46922 2.53532 -1.93453  -0.002
C 0.18999 1.95828 -2.54782  -0.352
C 0.13567 2.19665 -4.03718  0.550
C 0.05377 1.11418 -4.92035  -0.407
C 0.13654 1.33562 -6.29631  -0.570
C 0.26988 2.63775 -6.78978  -0.450
C 0.27689 3.72580 -5.90553  -0.717
C 0.19676 3.50369 -4.52638  -0.273
N 1.50941 2.44452 -0.47844  0.950
C 0.63362 3.13481 0.29509  -0.727
C 0.55708 3.04272 1.64499  -1.836
C -0.18817 4.01010 2.54240  0.520
C -0.46546 3.23417 3.84218  -0.336
C 0.60427 2.83547 4.63428  0.011
C 0.32859 2.04273 5.76958  -0.592
N 1.28730 1.05073 6.12033  0.974
O 1.02826 0.28315 7.07192  -0.604
O 2.32486 0.95140 5.42508  -0.591
C -0.97210 1.96017 6.29389  -0.551
C -2.03156 2.39823 5.50442  -0.550
C -1.77410 2.90126 4.22100  -0.203
C 2.49743 1.48770 0.02866  0.160
C 1.80447 0.19314 0.49028  -1.338
C 3.39113 2.03855 1.14635  -1.230
H 4.87016 0.46770 -2.24551  0.403
H 5.19758 0.76143 -0.51099  0.293
H 4.20761 -0.63138 -1.00858  0.321
H 1.60973 3.58926 -2.25180  0.202
H 0.17156 0.87788 -2.33466  0.195
H -0.67397 2.42019 -2.04306  0.347
H -0.03948 0.10858 -4.50764  0.328
H 0.11074 0.48196 -6.97498  0.360
H 0.35660 2.80747 -7.86457  0.360
H 0.35768 4.74506 -6.28410  0.375
H 0.20589 4.34341 -3.82284  0.432
H -0.00273 3.83681 -0.25017  0.443
H 0.91522 2.13147 2.11481  0.950
H -1.13777 4.25147 2.03022  0.819
H 1.64947 3.02858 4.36762  0.350
H -1.10282 1.50139 7.26692  0.504
H -3.05702 2.33716 5.87060  0.424
H -2.59000 3.10528 3.52109  0.435
H 1.22432 -0.23232 -0.34246  0.297
H 2.56504 -0.52676 0.82257  0.456
H 1.12223 0.38888 1.32363  0.255
H 3.86532 2.97380 0.81736  0.233
H 2.81693 2.22782 2.05850  0.081
H 4.16781 1.30053 1.38921  0.618
C 0.50329 5.31225 2.79124  1.546
C -0.31688 6.40889 3.55048  -0.146
C -1.39381 6.13138 4.40315  -0.128
C -2.08948 7.13315 5.06926  -0.771
C -1.70426 8.46582 4.91553  -0.274
N -2.29820 9.42697 5.79197  0.943
O -1.98049 10.63403 5.73100  -0.589
O -3.12407 8.98305 6.62993  -0.581
C -0.63993 8.78853 4.05783  -0.753
C 0.08761 7.76111 3.46583  -0.570
C 1.10912 5.88703 1.49873  -0.859
C 0.34953 6.69202 0.63315  0.251
C 0.92483 7.26213 -0.49677  -0.881
C 2.25810 6.94828 -0.80057  -0.283
N 2.92045 7.70028 -1.81492  0.936
O 4.07772 7.37946 -2.17034  -0.586
O 2.32128 8.68419 -2.31263  -0.592
C 2.96480 5.97818 -0.06101  -0.630
C 2.42904 5.55253 1.14706  -0.227
H 1.36566 5.09826 3.44969  0.461
H -1.73108 5.12067 4.59205  0.178
H -2.92200 6.90339 5.72457  0.507
H -0.41143 9.83284 3.88702  0.485
H 0.97329 8.03453 2.89331  0.521
H -0.69517 6.91542 0.86310  0.564
H 0.38969 7.97122 -1.12389  0.519
H 3.93354 5.63159 -0.41458  0.483
H 3.03128 4.93865 1.82499  0.467

Orbital gap in eV: 6.864
ΔE to the lowest compared entry with this formula, charge and spin in kcal per mole: 0.0
HOMO level in eV: -8.272
LUMO level in hartree: -0.0518
SMILES: CN1C(=O)[C@@H](Cc2ccccc2)N(/C=C/[C@@H](c2cccc([N+](=O)[O-])c2)C(c2ccc([N+](=O)[O-])cc2)c2ccc([N+](=O)[O-])cc2)C1(C)C
Largest force on an atom in eV/Å: 3.7
Energy in hartree: -2153.68152

***

No. 2
Molecular formula: C35H33N8O3PPdS2
Method: DFT, the ωB97M-V functional and the def2-TZVPD basis

Last column: Mulliken charge in e.
Cartesian coordinates (Å):
Pd 0.27552 -0.19169 -0.48334  1.044
O 1.73578 3.53379 0.54585  -0.743
S 0.70190 2.55692 0.36072  1.269
O 0.77917 1.34791 1.20360  -0.746
O 0.50116 2.11883 -1.05206  -0.275
C -0.85149 3.26198 0.81153  0.570
C -0.87545 4.51952 1.38742  -0.654
C -2.09052 5.07958 1.76003  -0.624
C -3.26449 4.37981 1.55020  -0.849
C -3.22614 3.11839 0.97013  -0.335
C -2.02325 2.53328 0.59324  -0.797
P -2.05534 0.87230 -0.20567  1.578
C -3.32817 -0.02744 0.72135  0.585
C -4.69108 0.06933 0.43604  -0.285
C -5.61344 -0.66411 1.16480  -0.882
C -5.18245 -1.50205 2.18574  -0.529
C -3.83089 -1.59960 2.47798  -0.596
C -2.91085 -0.86668 1.74426  -0.603
C -2.80687 1.25248 -1.81596  0.788
C -3.49016 0.28260 -2.54594  -0.279
C -3.96014 0.57162 -3.81687  -0.966
C -3.75139 1.82702 -4.37265  -0.725
C -3.07047 2.79606 -3.65219  -0.659
C -2.59713 2.50971 -2.37987  -0.907
H 0.05734 5.04352 1.53902  0.573
H -2.11736 6.06147 2.21361  0.396
H -4.21474 4.81022 1.83560  0.441
H -4.15381 2.58359 0.81518  0.399
H -5.03245 0.70262 -0.37275  0.464
H -6.66680 -0.58850 0.93076  0.424
H -5.90175 -2.08510 2.74552  0.402
H -3.48950 -2.25794 3.26565  0.427
H -1.85585 -0.94667 1.97166  0.089
H -3.66333 -0.70316 -2.13443  0.649
H -4.49024 -0.18914 -4.37438  0.464
H -4.12183 2.04924 -5.36518  0.392
H -2.90301 3.77664 -4.07891  0.449
H -2.05605 3.26745 -1.82778  0.318
N 1.59548 -10.43927 -2.68619  -0.519
C 1.45089 -9.40786 -2.20222  0.030
C 1.26806 -8.11449 -1.59422  0.513
C 0.91864 -7.01949 -2.37869  -1.078
C 0.73150 -5.78377 -1.78983  0.201
C 0.91476 -5.64653 -0.42194  0.596
C 1.26948 -6.73060 0.36622  -0.600
C 1.43813 -7.97136 -0.22068  -0.866
N 0.72942 -4.37792 0.18735  0.410
C 0.14449 -4.13570 1.41272  -0.275
C 0.11290 -2.78777 1.55272  -1.345
N 0.66553 -2.19406 0.43642  0.212
C 1.00415 -3.17998 -0.36315  -0.797
H 0.76933 -7.14627 -3.44148  0.439
H 0.40764 -4.94098 -2.38375  0.405
H 1.42415 -6.60387 1.42858  0.505
H 1.71139 -8.82774 0.37949  0.448
H -0.22533 -4.93404 2.02799  0.516
H -0.23053 -2.21202 2.39227  0.736
H 1.49992 -3.06256 -1.31196  0.571
C 4.21728 3.76850 -3.49798  -1.450
C 3.11368 3.30567 -2.56450  0.006
N 3.35548 1.98378 -1.98528  -0.104
C 2.70763 0.83201 -2.19237  0.507
S 2.77194 -0.33174 -0.90877  -0.477
N 2.04198 0.53666 -3.29876  0.089
C 1.75308 1.32254 -4.49034  -0.583
C 0.38004 1.97317 -4.43576  -0.539
H 3.96244 4.73680 -3.92855  0.363
H 4.38014 3.06159 -4.31166  0.298
H 5.16276 3.87499 -2.96615  0.388
H 2.13752 3.31381 -3.04291  -0.072
H 3.02000 3.97779 -1.70980  0.406
H 3.75902 2.00430 -1.06126  0.375
H 1.48848 -0.30794 -3.20805  0.066
H 1.81185 0.62369 -5.32804  0.420
H 2.54946 2.04593 -4.65247  -0.018
H -0.40965 1.22505 -4.50232  0.347
H 0.26542 2.67211 -5.26629  0.455
H 0.23357 2.50881 -3.49876  -0.156
N -1.95013 -4.92390 -0.77752  -0.576
C -2.02822 -3.97674 -1.43804  0.585
N -2.18312 -2.92007 -2.21719  -0.782
C -1.25414 -2.04810 -2.27714  0.782
N -0.40852 -1.23702 -2.36883  -0.697

Orbital gap (spin up / spin down) in eV: 8.060 / 7.492
<S²>: 2.01
Multiplicity: 3
HOMO level (spin up / spin down) in eV: -7.863 / -8.458
LUMO level (spin up / spin down) in hartree: 0.0072 / -0.0355
Largest force on an atom in eV/Å: 0.8
Energy in hartree: -3282.95176

***

No. 3
Molecular formula: C35H33N8O7PS2Sr
Method: DFT, the ωB97M-V functional and the def2-TZVPD basis

Last column: Mulliken charge in e.
Cartesian coordinates (Å):
Sr 0.48506 -1.77461 0.29978  1.312
C 1.67030 1.03987 -1.86620  -0.978
C 1.97038 1.43438 -0.41462  0.352
N 2.38585 0.33589 0.44884  0.591
C 3.73889 -0.17329 0.25469  -0.586
C 3.89997 -1.06294 -0.98216  -1.265
N 2.87714 -2.09332 -1.06834  0.547
C 2.34522 -2.37191 -2.39463  -0.795
C 1.61337 -1.15586 -3.00768  -1.043
N 1.00750 -0.25559 -2.01853  -0.025
H 2.59633 1.03136 -2.44487  0.599
H 1.05564 1.84142 -2.29303  0.158
H 1.06695 1.85254 0.02622  -0.745
H 2.71696 2.24732 -0.43654  0.316
H 2.29819 0.64359 1.41539  0.037
H 3.98614 -0.75809 1.14407  0.126
H 4.48098 0.64051 0.18811  0.368
H 4.91085 -1.49185 -0.95930  0.532
H 3.85691 -0.45217 -1.88458  0.349
H 3.16543 -2.93950 -0.58833  0.092
H 1.62909 -3.18954 -2.28660  0.402
H 3.11149 -2.70773 -3.11190  0.372
H 0.83831 -1.54426 -3.67030  0.482
H 2.30793 -0.58879 -3.63775  0.479
H 0.01905 -0.13793 -2.21242  0.148
N -1.05043 0.53216 1.27308  0.515
C -1.00486 1.91603 1.33510  -0.628
C -0.34294 2.53775 2.39969  -0.690
C -0.24713 3.91603 2.45075  -0.799
C -0.81748 4.70146 1.45571  -0.722
C -1.44696 4.08782 0.38326  -0.832
C -1.53264 2.69917 0.28796  1.411
P -2.02874 1.82324 -1.24178  0.844
C -2.70540 3.21902 -2.23257  -0.539
C -1.82025 3.90323 -3.06495  0.221
C -2.24425 4.98075 -3.82910  -0.721
C -3.57321 5.37912 -3.78537  -0.435
C -4.46802 4.69519 -2.97420  -0.767
C -4.03710 3.62515 -2.20156  -0.324
C -3.56071 0.95199 -0.77314  -0.067
C -4.24739 1.17975 0.41686  0.497
C -5.39741 0.45867 0.70724  -0.865
C -5.88334 -0.47299 -0.19877  -0.507
C -5.21561 -0.68783 -1.39635  -0.699
C -4.04536 0.00115 -1.67076  -0.448
H -1.91941 0.10115 0.97262  -0.208
H -0.63185 0.05560 2.07556  0.335
H 0.12389 1.91502 3.15623  0.368
H 0.27733 4.37954 3.27786  0.385
H -0.75685 5.78176 1.50237  0.369
H -1.85999 4.70061 -0.40850  0.311
H -0.78477 3.58298 -3.11219  0.244
H -1.54004 5.50190 -4.46624  0.413
H -3.91158 6.21332 -4.38797  0.358
H -5.50881 4.99412 -2.94186  0.394
H -4.74192 3.09396 -1.57379  0.385
H -3.86809 1.90626 1.12747  0.417
H -5.90273 0.61232 1.65299  0.383
H -6.75539 -1.06795 0.03907  0.370
H -5.57744 -1.43259 -2.09234  0.545
H -3.48398 -0.23033 -2.56984  0.364
O 2.12668 0.30563 3.58885  -0.758
C 1.80730 -0.84005 3.22690  0.098
O 0.70156 -1.16737 2.70457  -0.939
C 2.85439 -1.93510 3.38159  0.286
C 3.75190 -1.80725 4.40639  -0.009
C 4.78224 -2.73825 4.60098  -0.654
C 4.97302 -3.76914 3.69818  -0.440
C 4.11820 -3.87026 2.62922  -0.186
C 2.95155 -3.03674 2.43707  0.700
O 2.13398 -3.26196 1.51722  -0.776
N 4.44638 -4.88008 1.63460  0.874
O 4.29820 -4.60572 0.45518  -0.570
O 4.90529 -5.94472 2.02192  -0.651
N 5.69196 -2.59536 5.70482  1.021
O 5.52090 -1.67105 6.48814  -0.666
O 6.61054 -3.40152 5.81828  -0.683
H 3.66218 -0.95449 5.06396  0.594
H 5.79305 -4.46174 3.81166  0.563
S -2.40656 -2.59329 0.70872  -0.463
C -2.53832 -2.97010 -0.96607  1.108
S -1.22454 -2.67296 -2.05653  -0.650
C -3.72445 -3.52143 -1.46630  -0.185
C -4.86283 -3.75776 -0.64656  0.030
N -5.82592 -3.97143 -0.04408  -0.733
C -3.91869 -3.79240 -2.84959  0.088
N -4.15106 -4.00951 -3.96097  -0.705

Orbital gap in eV: 6.345
ΔE to the lowest compared entry with this formula, charge and spin in kcal per mole: 0.8
Total charge: -2
HOMO level in eV: -2.637
LUMO level in hartree: 0.1363
Largest force on an atom in eV/Å: 0.2
Energy in hartree: -3486.85784